{
  "formula": "C8H8N",
  "method": "the ωB97M-V functional and the def2-TZVPD basis",
  "elements": ["C", "C", "C", "C", "C", "C", "C", "C", "N", "H", "H", "H", "H", "H", "H", "H", "H"],
  "coordinates": [[-2.7983, -0.3356, -0.0595], [-2.5650, 1.0396, -0.1559], [-1.7401, -1.2344, 0.1324], [-1.2894, 1.5296, -0.0488], [-0.4527, -0.7762, 0.2212], [-0.1888, 0.6283, 0.1091], [2.2524, 0.5807, 0.2072], [3.2433, -0.3452, -0.3135], [0.9953, 1.1866, 0.1722], [-3.8099, -0.7102, -0.1158], [-3.3946, 1.7134, -0.3043], [-1.9509, -2.2891, 0.2250], [-1.0707, 2.5844, -0.1226], [0.3739, -1.4481, 0.4059], [2.7731, 1.2022, 0.9554], [4.1610, -0.4490, 0.2317], [3.1434, -0.7802, -1.2955]],
  "forces_ev_per_angstrom": [[0.310, 0.205, 0.022], [-0.028, 0.196, -0.033], [0.263, -0.170, 0.036], [-0.214, -0.052, -0.042], [-0.075, -0.098, -0.091], [-0.311, -0.452, -0.048], [1.560, -0.115, 0.922], [-4.003, 2.168, 0.171], [2.401, -1.359, -1.110], [-0.073, -0.028, -0.014], [-0.045, 0.052, -0.001], [0.019, -0.059, 0.013], [0.014, 0.069, 0.040], [0.031, -0.049, 0.028], [0.002, -0.214, -0.006], [0.185, 0.169, 0.165], [-0.036, -0.262, -0.050]],
  "lowdin_charge": [0.03, -0.02, -0.02, 0.06, 0.05, -0.26, -0.11, 0.17, 0.18, 0.13, 0.13, 0.13, 0.14, 0.13, 0.13, 0.07, 0.07],
  "e_tot_ha": -364.0136,
  "e_lumo_ev": [-7.12, -7.12],
  "charge": 1,
  "relative_energy_ev": 0.0000,
  "largest_force_ev_per_a": 4.555,
  "gap_ev": [6.492, 6.974]
}